1.
A structure of composition C34H29ClIrN6OPS at a distorted geometry. Source: OMol25; level of theory: the ωB97M-V functional and the def2-TZVPD basis.

Cartesian coordinates (Å):
Ir: 0.4769 0.1298 0.5204
Cl: -0.6328 -2.3224 1.1419
C: -2.1541 -1.9624 1.9232
C: -3.1627 -2.8964 1.9357
C: -4.3717 -2.5499 2.5388
C: -4.5521 -1.2952 3.1023
C: -3.5202 -0.3662 3.0820
C: -2.2959 -0.7145 2.5180
P: -0.8717 0.3616 2.5296
C: -1.3274 1.8968 3.3079
C: -0.9755 2.1291 4.6395
C: -1.4443 3.2756 5.2618
C: -2.2152 4.1928 4.5581
C: -2.5665 3.9569 3.2311
C: -2.1145 2.8140 2.5978
C: 0.4125 -0.4104 3.5367
C: 0.1812 -1.5502 4.3050
C: 1.2291 -2.1350 4.9968
C: 2.5100 -1.5998 4.9196
C: 2.7465 -0.4558 4.1693
C: 1.7044 0.1367 3.4728
H: -3.0266 -3.8712 1.4855
H: -5.1780 -3.2716 2.5492
H: -5.4986 -1.0364 3.5562
H: -3.6614 0.6151 3.5157
H: -0.3705 1.4180 5.1865
H: -1.2118 3.4497 6.3038
H: -2.5360 5.1057 5.0427
H: -3.1823 4.6675 2.6964
H: -2.3707 2.6274 1.5590
H: -0.8149 -1.9699 4.3816
H: 1.0471 -3.0141 5.6005
H: 3.3230 -2.0705 5.4565
H: 3.7369 -0.0216 4.1422
H: 1.8730 1.0682 2.9441
O: 2.1279 0.8927 -0.6914
N: 2.7400 2.0156 -0.4779
C: 3.9119 2.2603 -1.0836
C: 4.5774 3.4479 -0.8454
C: 4.0465 4.3915 0.0433
C: 2.8331 4.1392 0.6361
C: 2.1614 2.9386 0.3506
S: 0.6458 2.5693 0.9891
H: 4.2796 1.4772 -1.7312
H: 5.5194 3.6251 -1.3471
H: 4.5870 5.3026 0.2625
H: 2.3746 4.8388 1.3223
C: -1.7688 -1.3570 -1.8920
C: -0.3067 -1.6160 -1.9602
N: 0.6150 -1.0922 -1.1489
C: 1.8504 -1.6340 -1.4854
C: 1.6577 -2.4779 -2.5181
N: 0.3043 -2.4537 -2.8030
C: -0.3137 -3.2414 -3.8783
N: 0.1594 -2.8357 -5.1537
N: 0.8113 -3.7515 -5.9449
N: 1.0745 -3.2182 -7.0604
C: 0.5942 -1.9161 -7.0689
C: 0.6138 -0.9419 -8.0658
C: 0.0804 0.2897 -7.7597
C: -0.4669 0.5579 -6.4934
C: -0.4974 -0.3974 -5.4978
C: 0.0139 -1.6530 -5.8249
H: -1.9532 -0.4960 -1.2507
H: -2.2937 -2.2164 -1.4704
H: -2.1926 -1.1526 -2.8744
H: 2.7593 -1.3756 -0.9748
H: 2.3520 -3.0944 -3.0656
H: -1.3979 -3.1583 -3.8130
H: -0.0353 -4.2887 -3.7719
H: 1.0059 -1.1675 -9.0481
H: 0.0768 1.0694 -8.5088
H: -0.8647 1.5444 -6.2940
H: -0.8676 -0.1567 -4.5083

Atoms 1-6, force components in eV/Å:
Ir 0.032 1.825 -1.485
Cl 0.457 0.453 -0.250
C -0.389 0.088 0.178
C 0.132 -0.192 -0.085
C -0.002 0.072 0.046
C 0.005 -0.076 -0.032

Computed properties:
HOMO-LUMO gap (spin up / spin down) = 3.6449 / 2.4662 eV
charge = +3
lowest unoccupied orbital energy (spin up / spin down) = -0.4107 / -0.4540 Eh
spin multiplicity = 2

---

2.
A structure of composition C14H23MgN2OP at a distorted geometry. Source: OMol25; level of theory: the ωB97M-V functional and the def2-TZVPD basis.

Cartesian coordinates (Å):
C: -2.8406 0.2172 -2.8005
C: -2.6510 -1.0078 -2.1445
C: -1.9004 -1.0703 -0.9354
C: -1.3771 0.0972 -0.4176
C: -1.5504 1.3139 -1.0597
C: -2.3222 1.3991 -2.2433
C: -1.7052 -2.4079 -0.2259
C: -0.2619 -2.9321 -0.0307
N: 0.7828 -1.8987 0.2181
Mg: -0.2894 -0.2895 1.5497
C: -0.8282 2.5229 -0.4676
P: 0.7162 1.8760 0.2723
H: -3.0560 -1.9413 -2.5486
H: -2.4677 2.3764 -2.7211
H: -3.3893 0.2532 -3.7408
H: -1.3407 2.9501 0.4094
H: -0.6136 3.3354 -1.1776
H: -2.1573 -2.3901 0.7880
H: -2.2421 -3.1906 -0.7849
H: -0.2347 -3.6254 0.8207
C: 1.4666 3.3161 1.1697
C: 1.7188 2.0650 -1.3231
H: 0.0213 -3.5340 -0.9077
C: 1.3546 -1.4343 -1.0554
C: 1.8911 -2.4417 1.0250
H: -0.4841 1.3577 1.7711
H: 1.8385 -2.2728 -1.5792
H: 0.5902 -1.0142 -1.7119
H: 2.1148 -0.6703 -0.8671
H: 2.4745 -3.1843 0.4692
H: 2.5747 -1.6330 1.3142
H: 1.5130 -2.9320 1.9259
H: 1.7502 3.1068 -1.7039
H: 2.7503 1.7295 -1.1247
H: 1.2867 1.4265 -2.1123
H: 1.6178 4.2327 0.5646
H: 0.8056 3.5395 2.0253
H: 2.4438 2.9756 1.5637
H: 1.5014 0.1823 3.5149
O: -0.1893 0.0507 5.8968
C: 0.0910 -0.1231 4.7632
N: 0.5974 -0.3306 3.6220

Atoms 1-6, force components in eV/Å:
C 0.061 0.001 0.438
C 0.517 -0.177 0.470
C -1.098 0.016 -1.584
C 0.720 -0.863 1.782
C -0.642 0.633 -0.970
C 0.584 -0.320 0.465

Computed properties:
HOMO-LUMO gap = 5.6814 eV
lowest unoccupied orbital energy = -0.0199 Eh

---

Across the entries above, energy takes the values -82172.631; -34649.642 eV, respectively.
Across the entries above, relative energy (zero: lowest compared OMol25 entry of this formula, charge and spin) takes the values 422.3; 0.0 kJ/mol, respectively.
Across the entries above, M takes the values 828.36; 290.63 g mol⁻¹, respectively.